17
Properties=species:S:1:pos:R:3:mulliken_charge:R:1 method="wB97M-V/def2-TZVPD" largest_force_ev_per_a=4.28 homo_lumo_gap_ev=9.624 homo_ev=-8.7 smiles=NCN.NCO spin_multiplicity=1
N -0.79 3.27 -5.49 -0.488
C -1.47 2.98 -4.28 -0.257
N -0.95 1.76 -3.64 -0.640
H 0.17 3.31 -5.58 0.156
H -1.28 3.07 -6.31 0.179
H -2.52 2.85 -4.60 0.262
H -1.48 3.80 -3.60 0.274
H -0.02 1.93 -3.18 0.237
H -0.72 1.21 -4.51 0.277
N 0.30 -3.74 4.83 -0.577
C 1.46 -3.32 5.49 -0.133
O 2.01 -2.15 4.71 -0.543
H -0.29 -3.09 5.20 0.232
H 0.29 -3.37 3.86 0.297
H 2.24 -4.12 5.38 0.174
H 1.41 -3.03 6.58 0.262
H 1.64 -1.35 5.12 0.288

---

18
Properties=species:S:1:pos:R:3:mulliken_charge:R:1 method="wB97M-V/def2-TZVPD" largest_force_ev_per_a=1.16 homo_lumo_gap_ev=8.494 homo_ev=-7.7 spin_multiplicity=1
C -1.34 -1.12 0.87 -0.857
N 0.38 -1.04 -1.13 -0.141
N 0.07 -0.82 0.65 -0.301
N 1.47 -0.40 -1.52 -0.608
H 0.52 -2.06 -1.09 0.263
H 0.68 -1.44 1.18 0.317
H 2.35 -0.86 -1.28 0.180
H 1.19 0.79 -1.04 0.474
H -1.58 -2.15 0.56 0.306
H -1.92 -0.42 0.28 0.320
H -1.60 -1.01 1.92 0.345
N -0.77 1.94 -0.67 -0.532
C 0.49 0.85 0.93 -0.423
N 0.56 1.57 -0.21 -0.486
H -0.70 2.91 -0.96 0.232
H -0.97 1.40 -1.51 0.203
H 1.46 0.71 1.40 0.285
H -0.29 1.14 1.64 0.423

---

18
Properties=species:S:1:pos:R:3:mulliken_charge:R:1 method="wB97M-V/def2-TZVPD" largest_force_ev_per_a=2.73 homo_lumo_gap_ev=9.497 homo_ev=-17.0 spin_multiplicity=1 charge=+2
C 0.58 0.64 0.35 0.344
C -1.61 -0.07 0.55 -0.058
N 1.13 -0.45 0.07 -0.390
N 0.91 1.89 0.54 -0.318
N -2.43 0.55 -0.29 -0.336
N -1.17 -1.41 0.22 -0.362
N 2.63 -0.64 -0.17 -0.435
H -1.66 0.16 1.60 0.444
H 0.20 2.57 0.78 0.233
H 1.85 2.26 0.50 0.192
H -2.51 0.29 -1.26 0.222
H -2.96 1.36 0.01 0.285
H 0.01 -1.31 0.09 0.355
H -1.58 -1.76 -0.65 0.337
H -1.36 -2.09 0.97 0.367
H 3.02 0.13 -0.74 0.380
H 2.77 -1.53 -0.68 0.355
H 3.14 -0.68 0.73 0.384

---

17
Properties=species:S:1:pos:R:3:mulliken_charge:R:1 method="wB97M-V/def2-TZVPD" largest_force_ev_per_a=3.91 homo_lumo_gap_ev=9.081 homo_ev=-8.5 smiles=CNCO.O.O spin_multiplicity=1
C 0.28 -2.58 -1.24 -0.801
N 0.31 -1.17 -1.40 -0.298
C -0.14 -0.40 -0.28 -0.461
O 0.90 -0.15 0.61 -0.584
H -0.83 -2.85 -1.43 0.235
H 0.84 -3.11 -2.00 0.346
H 0.68 -2.91 -0.25 0.277
H 1.20 -0.78 -1.76 0.237
H -0.87 -1.03 0.20 0.337
H -0.66 0.49 -0.55 0.324
H 1.40 0.78 0.41 0.375
O 1.03 3.01 0.45 -0.656
H 0.63 3.56 -0.35 0.340
H 0.19 2.88 0.92 0.307
O -1.40 1.68 2.06 -0.610
H -2.25 1.85 2.51 0.305
H -1.31 0.72 2.08 0.326

---

17
Properties=species:S:1:pos:R:3:mulliken_charge:R:1 method="wB97M-V/def2-TZVPD" largest_force_ev_per_a=3.13 homo_lumo_gap_ev=7.350 homo_ev=-3.5 spin_multiplicity=1 charge=-1
C -0.24 -0.77 0.85 -0.554
O -0.33 0.18 -0.15 -0.967
C 1.17 -0.83 1.48 -0.998
H -1.17 -0.94 1.50 0.278
H -0.16 -1.70 0.27 0.308
H 1.78 -1.79 1.31 0.314
H 1.85 -0.03 1.19 0.286
H 1.05 -1.02 2.54 0.420
H -0.09 1.35 1.43 0.362
H 0.51 2.71 1.13 0.312
O 0.17 2.16 1.88 -0.722
H 1.53 -0.92 -1.62 0.269
H 0.97 0.47 -1.23 0.429
O 1.79 0.06 -1.66 -0.712
H -1.71 -0.71 -1.74 0.312
H -2.40 -1.22 -2.89 0.289
O -2.60 -0.72 -2.05 -0.626

---

17
Properties=species:S:1:pos:R:3:mulliken_charge:R:1 method="wB97M-V/def2-TZVPD" s_squared=0.76 largest_force_ev_per_a=3.67 homo_lumo_gap_ev="10.814 / 6.518" homo_ev="-10.6 / -10.5" spin_multiplicity=2
C 0.12 0.59 -0.74 -0.027
O -0.53 -0.09 0.40 -0.465
C -0.64 0.17 -1.98 -1.428
H 1.15 0.22 -0.65 0.334
H 0.21 1.68 -0.70 0.321
H -0.21 0.62 -2.89 0.422
H -1.67 0.52 -1.96 0.337
H -0.38 -0.86 -2.19 0.347
H -1.83 -1.53 -0.02 0.348
H -2.01 -2.86 0.69 0.297
O -2.50 -2.08 0.42 -0.641
H 3.15 0.16 1.15 0.312
H 1.75 -0.08 1.55 0.360
O 2.50 -0.57 1.18 -0.645
H 0.33 1.93 2.71 0.314
H -0.14 0.54 1.16 0.251
O 0.71 1.63 1.87 -0.439

---

Energy relative to the best compared isomer or geometry (same formula, charge and spin) / eV: 1.196; 5.895; 3.908; 1.234; 1.749; 1.268